1.
This record from the OMol25 dataset describes C4H6O2 in the gas phase. The level of theory is ωB97M-V/def2-TZVPD.

Structure (ORCA input):
```
! RIJCOSX wB97M-V def2-TZVPD def2/J DEFGRID3
* xyz 0 1
O 1.1531 -1.7295 0.3103
C 0.2560 -1.6566 -0.4885
O -0.9575 -1.0939 -0.2916
C -0.9494 0.2616 0.1787
C 0.1233 1.0593 -0.4820
C 0.2174 0.7306 0.9875
H 0.3678 -2.0557 -1.5039
H -1.9712 0.6019 0.3285
H 0.7144 0.3990 -1.1114
H 0.0162 2.0546 -0.8945
H 0.9107 -0.0706 1.2187
H 0.1192 1.4992 1.7480
*
```

For the LUMO energy, the calculation gives 0.039 Ha. The value obtained for the HOMO energy is -0.37394 Ha. The SMILES is O=COC1CC1.

The molecule's natural (NBO) atomic charges, reported in e, are given here: O -0.56; C 0.64; O -0.52; C 0.08; C -0.44; C -0.46; H 0.12; H 0.22; H 0.20; H 0.23; H 0.27; H 0.23

---

2.
This record from the OMol25 dataset describes C2H5N3O in the gas phase. The level of theory is ωB97M-V/def2-TZVPD.

Structure (ORCA input):
```
! RIJCOSX wB97M-V def2-TZVPD def2/J DEFGRID3
* xyz 0 1
H 0.0668 2.4616 -0.1518
N 0.1548 1.9231 -1.0519
C 0.1512 0.7128 -0.6968
N 0.5563 -0.2763 -1.5057
O -0.0185 0.3429 0.6596
N -0.1711 -1.0386 0.7311
C -0.6808 -1.4855 1.8045
H 0.4927 0.0362 -2.5063
H 0.6547 -1.3205 -1.1171
H -0.6576 -2.5859 1.8279
H -1.0113 -0.9557 2.8100
*
```

For the LUMO energy, the calculation gives 0.035 Ha. The value obtained for the HOMO energy is -0.33035 Ha. The SMILES is [H]/N=C(/N)ON=C.

The molecule's natural (NBO) atomic charges, reported in e, are given here: H 0.35; N -0.75; C 0.67; N -0.87; O -0.39; N -0.16; C -0.11; H 0.42; H 0.45; H 0.20; H 0.19

---

3.
This record from the OMol25 dataset describes C6H11NO2 as an isolated structure. The level of theory is ωB97M-V/def2-TZVPD.

Structure (ORCA input):
```
! RIJCOSX wB97M-V def2-TZVPD def2/J DEFGRID3
* xyz 0 1
C -2.1656 -0.1859 -0.5483
C -0.3430 -0.1358 1.0937
C 1.0280 -0.8830 1.1901
C 1.2640 -0.9498 -0.4184
C -0.0323 -0.1876 -0.8562
C 0.0714 1.1105 0.0888
H -3.1336 -0.5942 0.0709
H -2.3633 -0.2739 -1.5358
H -2.4586 0.7460 -0.4919
H -0.9956 0.2738 1.8162
H 1.0751 -1.9132 1.8838
H 1.6775 -0.2884 1.7914
H 1.1174 -1.9605 -0.5719
H 2.4095 0.4204 -0.5559
H -0.4043 -0.1175 -1.9125
H -0.9121 1.7781 -0.0754
H 1.3752 2.7619 -0.0078
N -0.9281 -0.6975 -0.1023
O 2.4835 -0.5581 -0.9214
O 1.2349 1.6545 0.0630
*
```

For the LUMO energy, the calculation gives 0.005 Ha. The value obtained for the HOMO energy is -0.29680 Ha.

The molecule's natural (NBO) atomic charges, reported in e, are given here: C -0.40; C -0.08; C -0.44; C 0.09; C -0.09; C 0.10; H 0.18; H 0.20; H 0.17; H 0.21; H 0.22; H 0.21; H 0.18; H 0.49; H 0.20; H 0.17; H 0.51; N -0.47; O -0.70; O -0.74

---

4.
This record from the OMol25 dataset describes a 2-piece molecular cluster, C19H21FN2O2 overall. The level of theory is ωB97M-V/def2-TZVPD.

Structure (ORCA input):
```
! RIJCOSX wB97M-V def2-TZVPD def2/J DEFGRID3
* xyz 0 1
C 3.5423 -1.4405 6.4559
C 2.1663 -1.1015 5.9674
O 1.7429 0.1696 6.6302
C 0.4843 0.5797 6.3747
O -0.1786 0.1453 5.4394
C -0.0538 1.6675 7.3439
F 0.2048 2.9674 6.8750
C 0.9010 1.6128 8.4765
N 1.6884 1.8353 9.3371
C -1.5609 1.7367 7.6947
C -2.4965 1.0886 6.8993
C -3.8207 1.5283 6.8460
C -4.2592 2.5223 7.7148
C -3.3461 3.1518 8.5690
C -2.0168 2.7074 8.6027
H 3.9626 -2.2024 5.8042
H 4.2288 -0.5940 6.4642
H 3.4892 -1.8666 7.4546
H 2.1383 -0.9850 4.8776
H 1.4468 -1.8786 6.2456
H -2.1140 0.3050 6.2274
H -4.4881 1.0845 6.1257
H -5.3006 2.8406 7.7036
H -3.6726 3.9804 9.1846
H -1.3150 3.2314 9.3080
C 1.2836 1.7953 -1.9886
C 1.0458 1.5772 -0.5219
C 0.8512 0.2944 0.0514
C 0.7420 0.1958 1.4654
C 0.4163 -1.0564 2.2322
N 0.9300 1.2504 2.2345
C 0.9130 2.4677 1.7327
C 0.7654 3.6200 2.6681
C 1.0108 2.6731 0.3462
H 1.3460 0.8537 -2.5352
H 0.4847 2.4034 -2.4292
H 2.2153 2.3544 -2.1474
H 0.7805 -0.6294 -0.5193
H -0.2758 -1.7017 1.6820
H 1.3292 -1.6073 2.5030
H -0.0330 -0.7831 3.1926
H 0.9176 4.5562 2.1307
H -0.2253 3.6160 3.1295
H 1.4597 3.5415 3.5042
H 1.0593 3.7043 -0.0024
*
```

For the LUMO energy, the calculation gives 0.012 Ha. The value obtained for the HOMO energy is -0.32510 Ha. The SMILES is CCOC(=O)[C@](F)(C#N)c1ccccc1.Cc1cc(C)nc(C)c1.

The molecule's natural (NBO) atomic charges, reported in e, are given here: C -0.63; C -0.06; O -0.50; C 0.78; O -0.56; C 0.15; F -0.32; C 0.24; N -0.27; C 0.01; C -0.21; C -0.21; C -0.19; C -0.22; C -0.19; H 0.22; H 0.23; H 0.22; H 0.20; H 0.19; H 0.25; H 0.22; H 0.22; H 0.22; H 0.23; C -0.64; C 0.04; C -0.28; C 0.24; C -0.66; N -0.47; C 0.24; C -0.64; C -0.28; H 0.22; H 0.22; H 0.22; H 0.21; H 0.21; H 0.21; H 0.26; H 0.21; H 0.23; H 0.23; H 0.21

---

5.
This record from the OMol25 dataset describes LiNO19S4Sr4 as an isolated structure. The level of theory is ωB97M-V/def2-TZVPD.

Structure (ORCA input):
```
! RIJCOSX wB97M-V def2-TZVPD def2/J DEFGRID3
* xyz 0 1
Sr -18.2656 17.6948 20.7765
Sr -22.8415 19.8195 18.8915
Sr -19.6333 14.1142 19.1132
Sr -21.0555 16.9258 16.0737
Li -24.0654 14.7307 20.2656
N -22.6823 14.3858 17.0474
O -22.6992 13.9715 18.2615
O -21.7945 14.1781 16.3474
O -23.4786 15.1436 16.5781
S -21.7381 16.7827 19.7925
O -20.5896 15.9983 20.1709
O -21.4488 18.1891 20.0983
O -21.7975 16.7596 18.4002
O -22.9494 16.1446 20.4101
S -18.3837 16.7492 17.4854
O -19.2804 15.6883 17.5296
O -18.7507 17.4581 18.5791
O -16.9864 16.4163 17.4084
O -18.7381 17.7569 16.4829
S -16.8706 14.6647 20.8150
O -18.0436 15.4778 21.2409
O -17.5924 13.4898 20.2218
O -16.1193 15.2222 19.7879
O -16.0228 14.0525 21.8580
S -20.7655 20.4666 16.7915
O -21.2742 21.1682 17.9747
O -21.2048 19.1400 17.0213
O -21.4488 21.0938 15.6688
O -19.3652 20.4334 16.5000
*
```

For the LUMO energy, the calculation gives -0.079 Ha. The value obtained for the HOMO energy is -0.28148 Ha.

The molecule's Löwdin atomic charges, reported in e, are given here: Sr 1.75; Sr 1.74; Sr 1.71; Sr 1.72; Li 0.83; N -0.69; O -0.11; O 0.00; O -0.01; S 0.18; O -0.52; O -0.49; O -0.45; O -0.45; S 0.02; O -0.60; O -0.52; O -0.25; O -0.43; S 0.17; O -0.65; O -0.58; O -0.30; O -0.35; S 0.11; O -0.58; O -0.62; O -0.36; O -0.28

---

6.
This record from the OMol25 dataset describes a 2-piece molecular cluster, C4H12 overall. The level of theory is ωB97M-V/def2-TZVPD.

Structure (ORCA input):
```
! RIJCOSX wB97M-V def2-TZVPD def2/J DEFGRID3
* xyz -1 2
C 0.6763 1.2333 0.6987
C 0.2623 2.6457 0.4005
H -0.2019 0.6849 1.0556
H 1.2079 0.7599 -0.1313
H 1.3589 1.1713 1.5552
H 0.9699 3.4361 0.1464
H -0.4469 2.7463 -0.4319
H -0.2110 3.0021 1.3320
C 0.1207 -2.3708 -0.2755
C -1.0768 -1.5370 -0.8144
H -0.2133 -2.8391 0.6479
H 0.4132 -3.1439 -0.9933
H 1.0324 -1.7904 -0.1944
H -1.7159 -1.1413 -0.0260
H -1.5823 -2.1567 -1.5510
H -0.6890 -0.6232 -1.2691
*
```

For the LUMO energy (alpha / beta), the calculation gives 0.159 / 0.164 Ha. The expectation value of S² is 0.750. The value obtained for the HOMO energy (alpha / beta) is 0.05697 / -0.28045 Ha.

The molecule's natural (NBO) atomic charges, reported in e, are given here: C -0.92; C -0.82; H 0.19; H 0.19; H 0.19; H 0.19; H 0.19; H 0.18; C -0.69; C -0.84; H 0.19; H 0.18; H 0.20; H 0.19; H 0.19; H 0.20

---

no.,largest force on an atom (eV/A)
1,0.7
2,4.0
3,9.4
4,5.0
5,13.4
6,1.5